# 1
27
Properties=species:S:1:pos:R:3:forces:R:3 method="wB97M-V/def2-TZVPD" lumo_ev=0.3 spin_multiplicity=1 orbital_gap_ev=10.70 relative_energy_kcal_mol=0.0 e_tot_ha=-3298.4880 charge=0 smiles=O[C@]12[C@@H]3C[C@H]4[C@H]5[C@@H]3[C@]3(Cl)C(Cl)(Cl)[C@@]5(Cl)[C@](Cl)([C@H]41)[C@]23Cl homo_ev=-10.415
H -0.392 -1.067 2.574 -0.265 0.107 -0.786
C -0.563 -0.811 1.505 0.046 0.421 0.882
C 2.151 -0.066 -0.876 1.148 0.054 -0.250
C 0.795 0.041 -1.482 -1.937 -0.178 -1.601
H -2.745 -0.863 1.185 0.279 -0.166 0.028
H -1.903 -2.362 0.743 -0.053 -0.449 -0.026
C -0.642 0.704 1.209 0.448 -0.001 1.211
H -2.186 -0.878 -1.375 0.554 0.493 0.654
Cl 2.890 -0.168 1.764 -0.597 -0.093 -0.109
C -1.472 -0.658 -0.543 -0.592 -0.217 -2.107
C -1.811 -1.289 0.789 -0.586 -0.031 0.261
Cl 3.157 1.348 -1.322 -0.110 -0.605 0.344
C 0.699 1.146 0.621 0.783 1.034 1.611
Cl 1.435 2.583 1.292 0.018 0.225 0.281
C -1.221 0.802 -0.195 -2.621 0.963 -0.015
O -2.327 1.707 -0.279 0.617 -0.607 -0.390
H -1.982 2.621 -0.281 -0.098 -0.551 -0.057
H -1.127 1.343 1.969 0.373 -0.338 -0.437
C 0.107 1.252 -0.765 0.992 0.684 -1.802
H 0.989 -2.244 0.724 -0.065 0.766 0.206
Cl 0.174 2.839 -1.574 -0.244 -0.724 0.175
C -0.014 -1.110 -0.851 -0.910 -0.414 -0.200
C 0.559 -1.236 0.566 1.413 -0.278 0.233
Cl 0.701 0.041 -3.256 0.027 0.083 0.399
Cl 3.086 -1.572 -1.250 -0.736 0.715 0.070
C 1.585 -0.073 0.538 2.123 -1.071 1.338
H 0.057 -2.031 -1.432 -0.006 0.177 0.088

***

# 2
28
Properties=species:S:1:pos:R:3:forces:R:3 method="wB97M-V/def2-TZVPD" lumo_ev=-0.2 spin_multiplicity=1 orbital_gap_ev=8.31 e_tot_ha=-1387.1196 charge=0 homo_ev=-8.545
O -1.176 2.461 0.948 6.534 -4.242 -3.847
C -4.528 0.296 -0.518 0.209 0.680 -2.925
H -1.905 -2.550 -0.432 0.686 -4.453 -1.265
O -4.883 -0.839 -1.128 0.078 -1.228 0.068
O 0.944 2.503 -0.091 1.295 1.283 -2.000
Cl 4.811 -1.714 -0.645 1.653 -4.054 0.785
H 2.277 -1.667 0.674 -0.892 -0.243 -0.289
C -3.221 0.338 -0.251 1.019 -3.247 1.785
H 3.481 2.775 -1.369 -0.260 -3.155 1.047
C -0.529 -1.700 0.763 -5.037 4.399 0.833
H 4.979 0.768 -1.263 4.394 0.242 -1.607
C 1.640 0.427 0.268 3.483 -4.116 -2.455
C 4.109 0.473 -0.920 -7.066 5.874 1.914
C 2.095 1.661 -0.426 -16.374 -4.444 9.697
N -3.835 -1.839 -1.118 2.546 4.632 3.879
C 2.461 -0.765 0.111 -9.315 0.474 5.664
H 0.136 -0.469 2.397 -1.851 0.126 -1.443
C -0.069 1.842 0.381 -4.516 1.192 4.790
N 0.368 0.360 0.617 -3.561 10.050 -2.515
C -2.820 -1.084 -0.364 -2.428 1.221 -2.435
H -1.369 -0.057 1.769 -8.331 3.838 2.207
N -1.608 -1.731 -0.067 -2.273 1.303 -1.393
C 3.632 -0.599 -0.252 9.347 2.278 -5.585
H -5.074 1.204 -0.794 -0.657 -0.696 0.644
C 3.176 1.670 -0.891 15.023 3.598 -7.808
O 0.141 -2.615 0.968 3.177 -3.289 0.702
C -0.551 -0.279 1.410 12.810 -8.377 1.465
H -2.684 1.131 0.220 0.307 0.352 0.085

***

# 3
24
Properties=species:S:1:pos:R:3:forces:R:3 method="wB97M-V/def2-TZVPD" lumo_ev=-0.7 spin_multiplicity=1 orbital_gap_ev=7.49 relative_energy_kcal_mol=0.0 e_tot_ha=-726.1888 charge=0 smiles=Fc1ccc(-c2cc3[nH]ccnc-3n2)cc1 homo_ev=-8.200
H 1.752 4.546 -2.557 0.160 -0.302 -0.403
C 1.310 3.829 -1.888 -1.061 0.003 1.164
H -1.723 -2.783 3.472 -0.029 0.092 0.011
H -0.091 -4.655 -0.017 -0.447 0.749 0.381
H -1.398 -0.573 2.513 0.484 -0.447 -0.692
C -0.433 -3.735 0.505 0.410 -0.874 -0.442
F -1.172 -5.074 2.315 0.007 0.421 -0.062
H 0.960 -0.426 -1.860 -0.143 -0.105 0.066
N 1.337 2.458 -2.171 -1.025 1.298 0.874
C -0.544 -1.300 0.611 0.334 -0.625 0.450
C -1.088 -1.449 1.908 -0.349 0.863 0.016
C -0.216 -2.482 -0.077 -0.286 0.188 0.832
N -0.441 1.129 0.707 -0.520 1.555 0.555
N 0.056 3.470 0.171 -0.399 -0.411 0.146
C 0.708 1.646 -1.266 -0.246 -1.350 0.589
H 0.244 -2.410 -1.049 0.029 -0.135 -0.120
C 0.679 4.302 -0.749 0.422 -1.157 -0.480
C 0.549 0.291 -1.163 0.414 -0.497 -0.978
H 0.655 5.378 -0.535 0.089 -0.642 -0.090
H 1.275 2.176 -3.132 0.629 -0.095 -0.264
C -0.988 -3.852 1.777 0.410 0.994 -0.714
C 0.044 2.180 -0.058 0.990 0.833 -0.219
C -0.170 0.023 0.065 0.232 0.458 -0.644
C -1.307 -2.689 2.477 -0.104 -0.814 0.025

***

# 4
22
Properties=species:S:1:pos:R:3:forces:R:3 method="wB97M-V/def2-TZVPD" lumo_ev=0.2 spin_multiplicity=1 orbital_gap_ev=8.95 relative_energy_kcal_mol=0.0 e_tot_ha=-571.6207 charge=0 smiles=c1cnc2c(c1)ccc1ncccc12 homo_ev=-8.733
H 4.553 0.378 0.000 0.075 0.011 0.000
C 3.475 0.329 0.000 -0.051 -0.212 0.000
C -1.422 1.586 0.000 -0.162 -0.073 0.000
C 2.716 1.505 0.000 0.170 0.036 0.000
H 3.354 -1.811 0.000 0.045 -0.059 0.000
H 3.199 2.474 0.000 0.121 0.034 0.000
N -2.751 -0.864 0.000 -0.266 -0.419 0.000
C 2.813 -0.874 0.000 -0.036 0.192 0.000
N 1.407 1.526 0.000 -0.185 0.341 0.000
H -3.396 2.422 0.000 -0.044 0.063 0.000
C -1.409 -0.828 0.000 0.336 0.667 0.000
H -4.487 0.180 0.000 -0.092 0.081 0.000
H -1.291 -2.972 0.000 -0.051 -0.090 0.000
C 1.409 -0.888 0.000 0.054 0.578 0.000
C 0.650 -2.093 0.000 -0.407 -0.211 0.000
C 0.744 0.362 0.000 0.394 -0.550 0.000
H -0.885 2.522 0.000 0.011 0.071 0.000
H 1.187 -3.031 0.000 -0.001 -0.101 0.000
C -0.691 0.390 0.000 -0.506 -0.279 0.000
C -0.703 -2.067 0.000 0.454 -0.232 0.000
C -3.408 0.267 0.000 -0.109 0.118 0.000
C -2.795 1.526 0.000 0.248 0.032 0.000

***

# 5
24
Properties=species:S:1:pos:R:3:forces:R:3 method="wB97M-V/def2-TZVPD" lumo_ev=-1.0 spin_multiplicity=1 orbital_gap_ev=7.78 relative_energy_kcal_mol=3.5 e_tot_ha=-722.0417 charge=0 smiles="N#CC(C#N)=C1CCc2c1ccc(O)c2O" homo_ev=-8.744
N 2.133 4.326 2.180 -0.230 -1.488 -1.734
H 1.781 -1.278 -0.690 -0.133 -0.001 -0.210
H -1.393 0.695 3.748 -0.069 -0.447 -0.265
C 2.924 3.253 -0.979 1.488 1.060 -2.825
C 0.513 0.898 0.941 -0.061 0.194 -1.138
C 0.933 -0.619 -0.910 -0.417 0.297 -0.501
C 0.183 -0.339 0.360 -0.073 -0.259 0.335
C 2.071 2.821 0.078 -1.104 -2.701 -0.361
C -0.093 1.262 2.157 0.261 0.486 0.185
H 0.107 2.259 2.607 -0.173 -0.907 -0.333
C 2.075 3.616 1.252 0.069 1.547 2.061
H 0.762 1.189 -2.074 -0.487 0.446 -0.471
O -0.960 -2.439 0.376 -0.034 0.311 0.567
C 1.377 1.596 -0.063 0.686 2.119 1.156
N 3.565 3.601 -1.904 -1.601 -0.981 2.520
H -2.185 -2.494 2.103 0.077 0.245 0.652
C -0.672 -1.223 0.979 0.540 0.436 -0.607
O -2.018 -1.807 2.783 -0.951 -0.700 0.162
H -0.369 -2.549 -0.386 -0.317 0.003 0.330
H 2.437 0.694 -1.785 -0.825 0.454 0.373
C -1.250 -0.885 2.213 0.886 0.613 -0.627
C -0.963 0.371 2.801 0.411 0.037 -0.601
H 0.330 -1.025 -1.747 0.189 -0.188 0.622
C 1.413 0.774 -1.336 1.869 -0.577 0.711

***

# 6
27
Properties=species:S:1:pos:R:3:forces:R:3 method="wB97M-V/def2-TZVPD" lumo_ev="-14.0 / -14.1" spin_multiplicity=3 s_squared=2.0021 orbital_gap_ev="6.04 / 5.99" relative_energy_kcal_mol=2.5 e_tot_ha=-1956.4935 charge=+3 homo_ev="-20.059 / -20.059"
H -0.871 2.414 2.674 0.289 -0.457 0.016
C -0.340 -2.068 -0.282 2.023 -5.699 -0.160
H -3.253 2.230 -2.275 -0.096 -0.402 -0.382
N -0.985 0.338 2.316 -0.674 0.115 -0.552
O 1.237 -0.389 -2.793 -4.378 1.499 3.353
N 0.342 -3.568 4.847 -0.526 2.609 -1.009
C -0.119 -1.122 3.992 -0.019 -0.908 0.187
H -1.593 1.732 -4.073 -0.459 -0.293 0.102
O 2.495 -0.760 0.307 -5.092 1.113 1.611
C 1.395 -0.485 0.551 6.181 -1.463 -1.212
H -3.884 0.463 -2.373 0.203 0.413 -0.327
O 0.192 -3.093 -0.307 -2.528 4.469 0.031
H 1.150 -0.210 5.477 -0.400 0.199 -0.233
H -2.224 -0.026 -4.172 -0.168 0.506 0.154
C 0.124 1.271 4.241 0.042 -0.123 -0.661
C -0.586 1.416 3.039 0.281 0.024 0.527
C -2.282 0.962 -3.691 0.959 -0.321 -0.200
O 2.064 2.287 -0.321 -4.738 -1.831 0.095
C -3.167 1.225 -2.718 -0.048 -0.056 1.337
H -1.391 -1.715 2.305 0.216 0.074 0.411
C 0.384 -0.097 -2.060 4.930 -1.724 -4.642
C -0.896 -0.909 2.859 0.706 0.412 -0.399
Tm -0.883 0.314 -0.044 -1.971 0.509 1.237
C 1.008 1.822 -0.281 5.182 3.299 -0.164
C 0.125 -2.481 4.464 0.278 -1.732 0.708
H 0.484 2.146 4.785 -0.213 -0.236 -0.140
C 0.461 -0.020 4.644 0.019 0.006 0.310

***

# 7
30
Properties=species:S:1:pos:R:3:forces:R:3 method="wB97M-V/def2-TZVPD" lumo_ev="4.8 / 4.8" spin_multiplicity=1 orbital_gap_ev="6.53 / 6.49" relative_energy_kcal_mol=30.2 e_tot_ha=-1872.1583 charge=-2 homo_ev="-1.762 / -1.718"
H 1.962 4.178 1.051 -0.014 0.035 -0.022
C 1.750 2.741 2.684 0.100 -0.231 0.044
H 0.113 3.115 -0.221 0.036 -0.123 0.173
C 1.325 -1.969 -2.663 0.619 0.330 1.903
C 1.173 3.731 1.657 -0.064 -0.006 -0.218
C 1.535 -2.526 -3.926 0.331 -0.614 -1.332
H -0.490 1.857 3.662 0.077 -0.079 -0.245
C 0.293 2.791 0.807 -0.208 0.659 -0.115
C 1.095 1.421 2.223 0.220 -0.016 0.714
H 2.836 2.680 2.610 0.033 -0.011 0.031
C -2.110 1.909 0.645 0.661 0.993 1.242
Pd 0.013 -0.348 -0.204 -0.531 -0.711 -0.334
C -1.012 0.004 2.760 0.406 1.207 0.686
N 4.317 -3.639 -2.080 -0.048 0.055 0.009
S -0.120 -1.024 -2.497 0.250 0.479 0.999
H 1.475 2.988 3.707 0.054 -0.008 0.105
C -0.970 2.430 1.607 -0.540 -0.153 -0.589
H -1.390 3.311 2.106 0.078 -0.181 -0.134
O -1.794 1.104 -0.260 0.946 -1.589 -1.084
O -1.542 -0.247 3.842 -0.354 -0.148 0.424
O -3.210 2.438 0.807 -0.454 0.047 -0.063
H 1.641 0.508 2.476 -0.111 0.152 -0.104
C 2.257 -2.194 -1.659 -1.669 0.766 -0.798
O -0.871 -0.800 1.810 0.781 -0.255 -1.216
N 1.696 -2.972 -4.978 -0.042 0.023 0.055
O 1.060 1.595 0.813 0.227 0.011 -0.057
S 2.167 -1.552 -0.058 -1.668 0.798 0.096
C -0.385 1.446 2.651 -0.183 -0.691 0.178
C 3.379 -2.987 -1.909 1.097 -0.866 -0.359
H 0.584 4.522 2.114 -0.028 0.127 0.010

***

# 8
23
Properties=species:S:1:pos:R:3:forces:R:3 method="wB97M-V/def2-TZVPD" lumo_ev=-0.2 spin_multiplicity=1 orbital_gap_ev=8.06 e_tot_ha=-2972.7963 charge=0 homo_ev=-8.301
H 1.986 -3.271 -1.858 0.836 -0.206 -0.487
H -3.514 1.508 3.198 -1.936 -0.445 1.328
C -0.851 -1.114 4.047 -0.066 0.470 -1.638
C -2.717 1.825 2.628 -0.452 -1.483 -2.527
N 1.358 1.011 2.402 -0.072 0.145 -0.033
H -2.271 0.704 -0.553 -0.272 -0.873 0.701
H 0.613 -3.215 -0.076 -0.541 0.614 0.338
C -2.222 0.452 0.523 0.582 -0.891 -1.807
C -0.613 -0.491 2.824 -0.692 -1.093 -0.811
C 0.779 -2.222 -0.515 0.953 -5.289 -0.132
C 1.978 -1.068 -2.091 -0.101 -0.252 -1.014
C 0.159 -1.143 -0.150 -2.505 5.381 1.976
C 0.450 0.335 2.640 1.820 1.484 -0.153
H 1.413 1.170 -2.121 0.950 -1.078 -0.525
H -2.213 2.653 3.020 1.366 0.860 0.055
H 2.653 -1.244 -2.878 0.945 1.284 -1.253
C 0.400 0.157 -0.720 0.453 -1.988 0.376
C -2.620 1.205 1.460 0.546 2.374 2.723
Se -1.261 -1.177 1.225 -0.204 0.032 -0.426
C 1.690 -2.295 -1.560 -1.318 2.065 1.312
C 1.319 0.141 -1.726 0.417 0.584 -0.251
N -1.077 -1.594 5.052 -0.441 -1.001 2.044
H 0.014 1.128 -0.409 -0.268 -0.694 0.203